# 1
Molecular formula: C30H75N9O12
Method: DFT, the ωB97M-V functional and the def2-TZVPD basis

```
126
C30H75N9O12 | OMol25 | the ωB97M-V functional and the def2-TZVPD basis
C 7.578 2.137 -7.461
O 6.124 2.096 -7.280
C 5.569 0.900 -6.688
C 4.089 0.847 -6.922
N 3.353 1.694 -5.958
C 1.923 1.781 -6.359
C 0.982 1.954 -5.159
O 1.007 0.859 -4.205
C 0.176 1.017 -3.039
H 7.983 1.391 -8.145
H 8.056 1.850 -6.524
H 7.861 3.139 -7.785
H 5.850 1.009 -5.641
H 5.978 -0.053 -7.024
H 3.628 -0.122 -6.733
H 3.740 1.032 -7.938
H 3.866 2.556 -5.836
H 1.632 0.851 -6.848
H 1.713 2.658 -6.971
H 0.027 1.950 -5.684
H 1.038 2.889 -4.603
H 0.406 1.881 -2.415
H 0.335 0.128 -2.428
H -0.866 0.982 -3.359
C 2.415 -8.600 4.089
O 2.868 -7.489 3.390
C 3.063 -6.362 4.215
C 3.761 -5.327 3.333
N 2.938 -4.904 2.184
C 3.849 -4.327 1.210
C 3.180 -4.199 -0.148
O 3.005 -5.594 -0.510
C 2.415 -5.735 -1.734
H 2.796 -9.512 3.628
H 1.326 -8.615 4.038
H 2.757 -8.722 5.116
H 3.759 -6.640 5.006
H 2.152 -6.040 4.720
H 4.616 -5.844 2.899
H 4.225 -4.516 3.895
H 2.715 -5.804 1.782
H 4.701 -5.000 1.117
H 4.285 -3.385 1.543
H 3.763 -3.639 -0.880
H 2.174 -3.780 -0.168
H 2.617 -6.774 -1.992
H 2.986 -5.048 -2.359
H 1.334 -5.597 -1.762
C -2.958 4.222 3.813
O -3.657 4.104 2.601
C -4.140 2.875 2.252
C -5.011 2.096 3.272
N -6.269 2.824 3.473
C -6.765 2.606 4.816
C -8.062 3.350 5.112
O -9.155 2.959 4.253
C -10.408 3.364 4.682
H -3.608 3.912 4.630
H -2.730 5.259 4.061
H -2.019 3.667 3.813
H -3.285 2.245 2.008
H -4.707 3.011 1.331
H -4.451 1.978 4.200
H -5.302 1.123 2.875
H -5.945 3.734 3.179
H -6.001 2.755 5.579
H -6.986 1.551 4.981
H -7.929 4.428 5.031
H -8.350 3.205 6.154
H -10.566 3.044 5.713
H -11.132 2.929 3.994
H -10.439 4.453 4.688
C 1.780 -2.505 -3.717
C 3.228 -2.036 -3.882
N 3.456 -0.728 -3.899
O 4.125 -2.884 -3.892
H 1.490 -3.539 -3.903
H 1.061 -1.845 -4.202
H 1.576 -2.271 -2.672
H 4.419 -0.449 -4.017
H 2.762 -0.065 -4.215
C 1.460 3.692 0.461
C 0.782 3.557 1.830
N 0.646 4.647 2.551
O 0.302 2.505 2.198
H 2.241 4.450 0.519
H 0.860 4.086 -0.360
H 1.894 2.730 0.189
H 1.090 5.472 2.174
H 0.233 4.501 3.461
C -2.757 3.556 -1.709
C -2.148 4.976 -1.450
N -2.091 5.379 -0.211
O -1.581 5.653 -2.320
H -2.385 3.012 -2.577
H -3.789 3.689 -2.034
H -2.605 2.951 -0.815
H -1.832 6.347 -0.088
H -2.641 4.992 0.543
C 1.741 -2.790 4.598
C 3.041 -2.545 5.282
N 3.198 -3.053 6.538
O 3.834 -1.752 4.811
H 1.589 -2.183 3.705
H 0.998 -2.509 5.345
H 1.464 -3.808 4.322
H 2.530 -3.459 7.179
H 4.080 -2.823 6.972
C -5.184 0.357 -2.820
C -4.194 -0.024 -1.729
N -3.397 -1.022 -1.957
O -4.134 0.576 -0.683
H -6.169 -0.081 -2.658
H -4.835 0.071 -3.812
H -5.081 1.427 -3.000
H -3.564 -1.520 -2.820
H -2.660 -1.240 -1.302
C 0.932 -0.776 0.774
C -0.502 -0.677 0.449
N -1.141 0.497 0.605
O -1.143 -1.616 -0.067
H 1.104 -1.648 1.405
H 1.340 -0.022 1.447
H 1.569 -0.859 -0.107
H -2.082 0.676 0.284
H -0.780 1.262 1.157
```

Calculated values
Energy above the lowest of the compared OMol25 structures with the same formula, charge and spin   95.2 kcal/mol
Total charge   0
Calculated total energy   -70304.802 eV
Largest force on an atom   4.30 eV Å⁻¹
HOMO level   -8.7 eV
Kohn-Sham gap   9.076 eV

# 2
Molecular formula: C30H78F12MgN2O21S4
Method: DFT, the ωB97M-V functional and the def2-TZVPD basis

```
148
C30H78F12MgN2O21S4 | OMol25 | the ωB97M-V functional and the def2-TZVPD basis
Mg -1.480 2.524 -0.241
C 1.631 0.514 0.817
F 1.656 1.704 1.400
F 2.108 0.569 -0.399
F 2.299 -0.359 1.550
S -0.176 -0.088 0.856
O -0.222 -1.518 0.828
O -0.799 0.572 1.971
N -0.812 0.743 -0.526
S -0.656 -0.110 -1.866
O -0.608 0.839 -2.951
O 0.327 -1.156 -1.913
C -2.331 -0.935 -1.968
F -3.259 0.026 -1.981
F -2.400 -1.624 -3.086
F -2.514 -1.731 -0.932
C -1.820 6.013 0.805
F -1.096 5.813 -0.296
F -1.561 7.205 1.298
F -3.106 5.918 0.515
S -1.354 4.700 2.073
O 0.074 4.562 1.966
O -1.873 5.104 3.338
N -2.117 3.343 1.366
S -3.275 2.941 2.440
O -2.779 2.357 3.645
O -4.286 3.955 2.584
C -4.222 1.623 1.543
F -4.973 2.153 0.585
F -3.395 0.718 0.983
F -4.985 1.015 2.426
C -3.889 -6.109 -3.177
C -3.934 -4.589 -3.294
O -3.842 -4.134 -4.634
H -3.022 -6.496 -3.717
H -4.768 -6.561 -3.633
H -3.805 -6.333 -2.112
H -3.117 -4.133 -2.724
H -4.891 -4.275 -2.868
H -2.907 -3.992 -4.849
C 2.337 2.327 5.295
C 1.001 2.703 4.707
O 0.262 1.493 4.517
H 2.804 3.229 5.708
H 2.969 1.810 4.578
H 2.200 1.765 6.221
H 1.104 3.223 3.750
H 0.431 3.413 5.316
H -0.518 1.622 3.966
C 0.420 4.005 -5.941
C -0.913 3.256 -6.058
O -1.409 2.936 -4.756
H 0.822 4.175 -6.945
H 1.168 3.331 -5.517
H 0.214 4.922 -5.401
H -0.869 2.330 -6.637
H -1.640 3.900 -6.552
H -0.968 2.134 -4.455
C 1.413 -2.415 4.045
C 2.109 -1.528 5.067
O 1.170 -0.792 5.848
H 0.834 -3.205 4.524
H 2.192 -2.910 3.452
H 0.757 -1.867 3.367
H 2.833 -0.839 4.617
H 2.650 -2.166 5.768
H 0.818 -0.053 5.316
C 2.036 3.507 -2.445
C 0.772 4.097 -1.853
O 0.357 3.379 -0.669
H 1.941 2.429 -2.575
H 2.921 3.681 -1.831
H 2.216 3.969 -3.416
H 0.023 4.008 -2.644
H 0.875 5.146 -1.583
H 0.941 3.596 0.073
C -1.019 -1.791 -5.984
C -0.718 -3.215 -6.397
O -1.128 -4.079 -5.309
H -0.509 -1.555 -5.046
H -2.084 -1.615 -5.830
H -0.690 -1.034 -6.701
H 0.347 -3.360 -6.565
H -1.385 -3.445 -7.229
H -0.381 -4.631 -5.070
C -2.747 -0.972 4.527
C -2.237 -2.221 5.245
O -1.426 -1.922 6.384
H -1.984 -0.195 4.500
H -3.570 -0.564 5.117
H -3.040 -1.223 3.507
H -1.559 -2.786 4.596
H -3.071 -2.833 5.583
H -0.503 -1.811 6.113
C 3.353 4.657 2.430
C 4.408 5.402 3.261
O 5.685 4.809 3.201
H 3.047 3.702 2.857
H 3.783 4.518 1.434
H 2.445 5.258 2.372
H 4.055 5.482 4.287
H 4.445 6.417 2.846
H 5.990 4.836 2.290
C 4.068 -1.245 -2.177
C 3.233 -0.898 -3.410
O 4.047 -0.664 -4.550
H 4.780 -0.419 -2.054
H 4.578 -2.205 -2.198
H 3.459 -1.171 -1.278
H 2.640 -0.011 -3.159
H 2.544 -1.711 -3.638
H 4.808 -0.155 -4.252
C -1.638 -4.420 2.097
C -1.688 -4.908 0.667
O -2.521 -6.036 0.483
H -2.631 -4.342 2.552
H -1.159 -3.439 2.145
H -1.097 -5.034 2.825
H -0.675 -5.083 0.301
H -2.024 -4.053 0.065
H -3.425 -5.741 0.620
C 2.614 -4.425 -0.213
C 3.308 -3.374 0.664
O 4.058 -4.037 1.697
H 3.233 -4.642 -1.086
H 1.608 -4.137 -0.520
H 2.514 -5.355 0.346
H 2.611 -2.720 1.179
H 4.010 -2.789 0.069
H 4.686 -4.622 1.263
C 5.735 0.609 0.657
C 5.087 1.976 0.679
O 4.555 2.271 -0.633
H 6.302 0.448 1.580
H 6.459 0.535 -0.153
H 4.942 -0.136 0.689
H 5.800 2.775 0.898
H 4.236 2.021 1.353
H 5.259 2.110 -1.268
C -6.633 -0.496 -1.101
C -5.983 -1.745 -1.643
O -6.891 -2.855 -1.498
H -6.110 0.438 -1.329
H -6.559 -0.474 -0.003
H -7.691 -0.414 -1.336
H -5.075 -2.067 -1.132
H -5.815 -1.649 -2.715
H -7.163 -2.919 -0.578
```

Calculated values
Total charge   0
Calculated total energy   -159744.753 eV
Largest force on an atom   3.76 eV Å⁻¹
HOMO level   -9.2 eV
Kohn-Sham gap   7.657 eV

# 3
Molecular formula: C30H78N4O11
Method: DFT, the ωB97M-V functional and the def2-TZVPD basis

```
123
C30H78N4O11 | OMol25 | the ωB97M-V functional and the def2-TZVPD basis
C 1.033 -3.897 2.657
O 1.074 -2.607 3.226
C -0.066 -2.244 3.978
C -0.452 -3.169 5.142
N -1.816 -2.888 5.570
C -2.353 -3.851 6.521
C -1.618 -4.050 7.839
O -2.317 -5.070 8.500
C -1.884 -5.296 9.807
H 0.066 -4.193 2.246
H 1.349 -4.686 3.351
H 1.807 -3.986 1.891
H -0.923 -2.053 3.318
H 0.258 -1.280 4.381
H 0.298 -3.084 5.923
H -0.450 -4.183 4.713
H -2.457 -2.798 4.797
H -2.489 -4.839 6.063
H -3.285 -3.384 6.848
H -1.656 -3.129 8.440
H -0.537 -4.213 7.722
H -0.838 -5.620 9.847
H -2.473 -6.103 10.248
H -2.032 -4.451 10.490
C -6.278 4.989 -1.239
O -4.998 4.958 -1.819
C -4.066 4.215 -1.051
C -2.960 3.753 -2.011
N -2.234 4.914 -2.519
C -1.278 4.515 -3.544
C -0.533 5.759 -4.036
O -1.465 6.594 -4.702
C -0.952 7.897 -4.942
H -6.274 4.948 -0.142
H -6.968 4.207 -1.566
H -6.721 5.969 -1.428
H -4.503 3.356 -0.540
H -3.523 4.876 -0.368
H -3.261 3.000 -2.749
H -2.137 3.330 -1.419
H -2.793 5.639 -2.959
H -1.762 3.913 -4.323
H -0.424 3.932 -3.175
H 0.222 5.453 -4.771
H -0.018 6.152 -3.156
H -0.342 7.832 -5.852
H -0.284 8.223 -4.142
H -1.749 8.617 -5.108
C 4.517 -4.310 -0.004
O 3.256 -4.460 -0.598
C 3.330 -4.967 -1.925
C 1.912 -5.053 -2.463
N 1.222 -3.763 -2.446
C -0.121 -3.838 -3.037
C -1.115 -4.703 -2.223
O -1.022 -4.431 -0.864
C -1.643 -3.266 -0.373
H 4.860 -3.276 -0.116
H 5.259 -5.051 -0.319
H 4.433 -4.512 1.071
H 3.714 -5.992 -1.921
H 3.994 -4.357 -2.542
H 1.407 -5.769 -1.797
H 1.855 -5.489 -3.463
H 1.028 -3.637 -1.452
H -0.088 -4.162 -4.081
H -0.499 -2.811 -3.084
H -0.902 -5.761 -2.370
H -2.079 -4.379 -2.644
H -2.637 -3.136 -0.808
H -1.055 -2.358 -0.511
H -1.676 -3.429 0.704
C 2.896 1.263 3.948
O 3.184 1.453 2.572
C 3.182 0.208 1.864
C 1.793 -0.146 1.294
N 1.757 0.277 -0.122
C 0.575 -0.355 -0.721
C 0.424 -0.087 -2.216
O -0.880 -0.418 -2.665
C -1.881 0.492 -2.315
H 3.205 2.196 4.427
H 3.630 0.603 4.424
H 1.869 1.000 4.189
H 3.552 -0.590 2.515
H 3.932 0.362 1.087
H 0.990 0.275 1.897
H 1.725 -1.236 1.371
H 2.604 -0.083 -0.544
H -0.361 -0.215 -0.179
H 0.729 -1.444 -0.663
H 1.112 -0.686 -2.807
H 0.544 0.993 -2.379
H -1.521 1.489 -2.620
H -2.078 0.576 -1.238
H -2.737 0.231 -2.939
C 4.855 2.668 -0.376
C 5.468 3.192 0.920
O 4.547 4.113 1.473
H 4.074 1.910 -0.298
H 5.630 2.111 -0.927
H 4.458 3.455 -1.015
H 6.457 3.618 0.725
H 5.786 2.338 1.541
H 3.819 3.558 1.791
C 0.753 4.114 1.552
C -0.303 3.382 0.778
O 0.249 3.011 -0.494
H 1.581 3.416 1.712
H 0.462 4.354 2.580
H 1.201 4.933 0.993
H -1.153 4.014 0.510
H -0.659 2.506 1.330
H 0.695 2.153 -0.432
C -2.247 0.941 -6.186
C -1.309 -0.097 -6.760
O -2.009 -0.871 -7.760
H -3.149 0.618 -5.658
H -2.437 1.640 -6.998
H -1.829 1.499 -5.336
H -0.930 -0.852 -6.063
H -0.433 0.367 -7.211
H -2.709 -1.307 -7.264
```

Calculated values
Energy above the lowest of the compared OMol25 structures with the same formula, charge and spin   8.9 kcal/mol
Total charge   0
Calculated total energy   -60849.935 eV
Largest force on an atom   2.23 eV Å⁻¹
HOMO level   -8.5 eV
Kohn-Sham gap   8.984 eV